Formula: C33H32ClNO2
Source: OMol25
Level of theory: ωB97M-V/def2-TZVPD

Output
- Kohn-Sham gap (Ha) = 0.1281
- F_max (hartree/bohr) = 0.040
- LUMO energy (eV) = -1.749
- HOMO energy (eV) = -5.2335
- DFT total energy (Eh) = -1942.02135

Geometry as XYZ:
```
69
Properties=species:S:1:pos:R:3:nbo_charge:R:1
Cl 5.96262 3.91618 2.84474 -0.015
O 1.24019 3.37683 2.36780 -0.707
O -0.42958 1.87143 2.22758 -0.564
N -2.45964 -1.17967 -0.70621 -0.317
C 3.00360 1.04445 -1.66813 -0.147
C -1.28690 -0.86531 -0.16203 0.243
C 1.74263 1.01635 2.34051 -0.580
C -3.69602 -1.17616 0.10835 -0.236
C -2.11350 -0.53405 -3.11685 -0.063
C 5.20188 2.38900 2.71333 -0.029
C 5.97897 1.21884 2.68349 -0.318
C -3.67631 -2.13910 1.27259 -0.074
C -2.97664 -4.21638 2.30387 -0.214
C -2.99038 -3.35422 1.20028 -0.164
C -4.38613 -2.67782 3.52539 -0.194
C 2.14031 -0.08068 -1.56563 -0.045
C -0.06521 -0.96339 -0.85988 -0.382
C 3.81498 2.32671 2.65302 -0.322
C -1.74925 1.78085 -3.70396 -0.212
C 4.08890 1.03170 -2.54238 -0.217
C -4.39572 -1.81465 2.42817 -0.198
C -2.67128 2.67856 2.16179 -0.618
C -1.42340 -0.93505 -4.26598 -0.207
C 4.36024 -0.09979 -3.32808 -0.174
C -1.21985 3.07074 2.09388 -0.073
C 5.32662 -0.02597 2.64044 -0.199
C -2.56886 -1.57743 -2.12781 -0.246
C 2.43156 -1.21091 -2.36879 -0.190
C -3.67619 -3.88436 3.47023 -0.203
C 3.94253 -0.10737 2.57390 -0.294
C 3.13087 1.07243 2.51582 0.098
C -0.96540 1.38413 -4.79429 -0.205
C 0.97133 -0.06445 -0.71271 -0.022
C -2.38272 0.82056 -2.90774 -0.160
C -0.82238 0.02266 -5.08446 -0.197
C 3.51912 -1.21789 -3.23663 -0.211
C 0.90353 2.18722 2.31982 0.708
H 3.70754 -2.10266 -3.84969 0.216
H -2.45019 -3.61595 0.28600 0.198
H -4.93454 -2.40539 4.42566 0.224
H -3.85898 -0.15422 0.48910 0.228
H -1.99353 -2.50422 -2.28007 0.219
H -4.94459 -0.86904 2.44967 0.217
H -0.48349 2.13363 -5.42549 0.225
H -1.30769 -0.54319 0.88690 0.253
H 5.21671 -0.11208 -4.00097 0.221
H -4.52609 -1.39762 -0.57649 0.224
H -3.62718 -1.82207 -2.29367 0.227
H 3.22737 3.23357 2.70719 0.262
H -2.95672 2.48479 3.20076 0.210
H -0.97844 3.55023 1.13188 0.172
H -2.87802 1.78738 1.56138 0.179
H 7.06157 1.29855 2.70837 0.210
H -1.34783 -2.00336 -4.48799 0.213
H -0.23974 -0.29918 -5.94893 0.223
H 3.42602 -1.07298 2.58552 0.193
H 1.79186 -2.09587 -2.30618 0.202
H 4.72936 1.91381 -2.61984 0.229
H 1.24803 0.05417 2.30127 0.188
H -3.06494 1.11766 -2.10676 0.204
H -1.87228 2.83791 -3.46700 0.225
H -3.67440 -4.56334 4.32560 0.225
H -0.98056 3.77965 2.89899 0.204
H -3.28027 3.50762 1.79502 0.209
H 0.02897 -1.79469 -1.57026 0.218
H 5.92265 -0.94049 2.67375 0.203
H 2.77902 1.92260 -1.05922 0.239
H 0.87128 0.73763 0.02893 0.265
H -2.41544 -5.14686 2.24312 0.221
```